1.
Density functional theory data (ωB97M-V/def2-TZVPD) for C25H30F3FeN6OS as an isolated structure.

As for the highest occupied orbital energy (spin up / spin down): -2.020 / -2.036 eV. The value obtained for the energy above the lowest of the compared OMol25 structures with the same formula, charge and spin is 10.8 kcal per mole. The calculation puts the LUMO energy (spin up / spin down) at 2.41 / 2.41 eV. Its charge is -1. The spin multiplicity is 5.

Each line ends with the Mulliken spin population.
CARTESIAN COORDINATES (ANGSTROEM)
Fe: -0.40 -0.73 0.82  3.762
C: 0.64 1.60 2.32  0.012
N: 0.45 1.43 0.86  -0.057
C: -0.52 2.40 0.33  0.010
C: -1.94 1.95 0.59  0.004
C: -3.03 2.68 0.15  0.020
C: -4.31 2.11 0.45  0.005
C: -4.43 0.92 1.07  -0.004
C: -3.23 0.09 1.43  0.016
N: -1.98 0.81 1.25  0.029
C: 1.72 1.55 0.17  0.016
C: 2.66 0.43 0.56  0.009
C: 4.02 0.51 0.31  0.001
C: 4.83 -0.53 0.69  -0.001
C: 4.24 -1.58 1.36  0.000
C: 2.88 -1.57 1.57  0.007
N: 2.08 -0.61 1.13  0.012
C: 0.25 0.50 3.30  0.003
C: 0.48 0.74 4.65  0.002
C: -0.02 -0.15 5.58  -0.001
C: -0.74 -1.26 5.15  0.004
C: -0.89 -1.45 3.79  0.015
N: -0.38 -0.61 2.90  -0.005
H: 1.69 1.83 2.51  0.000
H: 0.06 2.48 2.63  -0.002
H: -0.33 3.39 0.76  0.000
H: -0.36 2.47 -0.75  0.003
H: -2.91 3.63 -0.36  0.000
H: -5.21 2.65 0.17  0.000
H: -5.41 0.51 1.31  0.003
H: -3.30 -0.23 2.48  0.004
H: 1.51 1.50 -0.90  0.003
H: 2.20 2.52 0.37  0.002
H: 4.42 1.39 -0.17  0.001
H: 5.90 -0.51 0.49  0.000
H: 4.83 -2.41 1.73  0.000
H: 2.38 -2.38 2.08  0.003
H: 1.02 1.63 4.95  0.002
H: 0.14 0.02 6.64  0.000
H: -1.18 -1.96 5.85  0.000
H: -1.43 -2.29 3.36  -0.001
C: 2.13 -1.25 -2.71  -0.001
N: 0.93 -0.78 -3.34  0.000
C: 0.92 -0.85 -4.79  0.000
C: -0.51 -0.90 -5.31  0.000
C: -1.27 0.24 -4.67  0.000
N: -1.24 0.09 -3.23  0.000
C: -2.38 0.57 -2.47  -0.015
C: -0.15 -0.40 -2.58  -0.013
O: -0.11 -0.47 -1.36  -0.027
H: 2.31 -2.30 -2.96  0.000
H: 2.04 -1.17 -1.63  0.007
H: 2.99 -0.65 -3.04  0.000
H: 1.47 -1.74 -5.09  0.000
H: 1.44 0.02 -5.21  0.000
H: -0.97 -1.84 -5.02  0.000
H: -0.52 -0.82 -6.40  0.000
H: -2.32 0.24 -4.97  0.000
H: -0.84 1.20 -4.98  0.000
H: -3.29 0.21 -2.95  0.000
H: -2.41 1.66 -2.43  0.001
H: -2.37 0.17 -1.45  0.010
F: -0.89 -3.76 0.22  0.003
C: 0.03 -2.86 0.65  0.098
F: 1.13 -3.14 -0.22  0.000
F: 0.50 -3.47 1.86  -0.003
S: -3.00 -1.48 0.50  0.062



2.
Density functional theory data (ωB97M-V/def2-TZVPD) for one molecule with the formula C8H12O6.

As for the highest occupied orbital energy: -10.856 eV. As for the structure (SMILES): O=COCCCC[C@@H]1OC(=O)O[C@@H]1O. The value obtained for the energy above the lowest of the compared OMol25 structures with the same formula, charge and spin is 24.6 kcal per mole. The calculation puts the LUMO energy at 0.38 eV.

Each line ends with the Löwdin charge.
CARTESIAN COORDINATES (ANGSTROEM)
O: 3.95 1.94 -0.38  0.087
C: 3.16 1.69 0.49  -0.331
O: 2.21 0.74 0.43  -0.030
C: 2.62 -0.48 -0.20  -0.172
C: 1.44 -1.05 -0.97  -0.162
C: 0.38 -1.69 -0.09  -0.177
C: -0.60 -0.71 0.53  -0.129
C: -1.75 -0.32 -0.37  -0.217
O: -1.52 0.81 -1.19  0.101
C: -2.50 1.72 -1.02  -0.496
O: -2.49 2.87 -1.37  0.173
O: -3.56 1.07 -0.39  0.105
C: -2.89 0.24 0.53  -0.331
O: -2.43 1.13 1.51  0.056
H: 3.16 2.25 1.42  0.142
H: 3.43 -0.33 -0.89  0.119
H: 2.89 -1.20 0.56  0.125
H: 1.02 -0.27 -1.59  0.122
H: 1.83 -1.80 -1.65  0.116
H: 0.89 -2.22 0.71  0.110
H: -0.15 -2.46 -0.64  0.111
H: -0.12 0.21 0.84  0.121
H: -1.01 -1.16 1.42  0.123
H: -2.23 -1.12 -0.93  0.164
H: -3.56 -0.50 0.94  0.168
H: -2.16 0.64 2.29  0.103



3.
Density functional theory data (ωB97M-V/def2-TZVPD) for C32H36AgCl2N3O3SSi as an isolated structure.

As for the highest occupied orbital energy: -0.834 eV. The value obtained for the energy above the lowest of the compared OMol25 structures with the same formula, charge and spin is 27.8 kcal per mole. The calculation puts the LUMO energy at 4.05 eV. Its charge is -2.

Each line ends with the Löwdin charge.
CARTESIAN COORDINATES (ANGSTROEM)
Ag: -1.78 0.47 -0.26  0.578
C: 2.00 -2.95 2.31  -0.047
O: 2.61 -1.95 1.50  -0.079
C: 3.73 -1.35 1.94  -0.226
C: 4.62 -1.91 2.85  -0.021
C: 5.81 -1.28 3.17  -0.115
C: 6.13 -0.07 2.58  -0.122
C: 5.22 0.53 1.72  -0.035
C: 4.01 -0.07 1.39  -0.179
N: 3.11 0.58 0.54  0.139
C: 1.69 0.56 0.63  -0.361
N: 1.27 0.47 1.91  0.144
C: 0.01 0.15 2.52  -0.207
C: -1.21 0.02 1.85  -0.145
C: -2.28 -0.33 2.71  -0.173
C: -2.18 -0.52 4.08  -0.131
C: -0.93 -0.39 4.70  -0.071
C: 0.14 -0.05 3.90  -0.276
O: 1.42 0.06 4.50  -0.165
C: 1.62 1.35 5.05  -0.099
N: 0.95 0.71 -0.39  0.143
C: 1.45 0.71 -1.69  -0.261
C: 1.21 1.81 -2.51  -0.038
C: 1.57 1.82 -3.85  -0.116
C: 2.17 0.70 -4.40  -0.123
C: 2.38 -0.43 -3.62  -0.050
C: 2.02 -0.44 -2.28  -0.270
O: 2.12 -1.53 -1.47  -0.090
C: 2.30 -2.78 -2.07  -0.082
H: 1.04 -3.16 1.83  0.107
H: 1.83 -2.56 3.31  0.097
H: 2.61 -3.86 2.35  0.082
H: 4.37 -2.86 3.30  0.101
H: 6.50 -1.74 3.87  0.090
H: 7.06 0.44 2.81  0.088
H: 5.42 1.51 1.30  0.108
H: 3.47 1.00 -0.30  0.141
H: 2.02 0.44 2.59  0.107
H: -3.26 -0.46 2.26  0.067
H: -3.05 -0.79 4.66  0.080
H: -0.79 -0.55 5.76  0.098
H: 2.63 1.38 5.47  0.081
H: 0.89 1.56 5.83  0.082
H: 1.53 2.12 4.27  0.092
H: 0.67 2.64 -2.07  0.106
H: 1.36 2.69 -4.46  0.089
H: 2.43 0.68 -5.46  0.086
H: 2.80 -1.32 -4.07  0.093
H: 2.22 -3.52 -1.27  0.089
H: 3.29 -2.87 -2.54  0.083
H: 1.53 -2.97 -2.82  0.097
Cl: -1.22 -0.90 -2.97  0.693
C: -2.31 -2.19 -3.41  -0.662
C: -2.39 -2.46 -4.77  -0.164
C: -3.22 -3.47 -5.23  -0.146
C: -3.96 -4.19 -4.30  -0.178
C: -3.86 -3.89 -2.95  -0.691
Cl: -4.84 -4.87 -1.88  0.551
C: -3.04 -2.87 -2.40  -0.836
S: -2.92 -2.50 -0.73  0.402
H: -1.80 -1.87 -5.45  0.084
H: -3.30 -3.69 -6.29  0.077
H: -4.63 -4.98 -4.61  0.079
C: -4.62 4.51 -1.72  -0.226
Si: -3.64 3.30 -0.64  0.286
C: -2.44 4.39 0.32  -0.211
C: -4.89 2.64 0.60  -0.208
C: -2.78 1.99 -1.50  -0.415
H: -5.13 5.28 -1.11  0.002
H: -5.38 3.98 -2.29  0.009
H: -3.96 5.01 -2.43  0.007
H: -2.95 5.26 0.76  0.008
H: -1.64 4.76 -0.33  0.011
H: -1.97 3.82 1.12  0.013
H: -5.52 3.43 1.01  0.008
H: -4.37 2.13 1.42  0.008
H: -5.53 1.89 0.12  0.021
H: -1.99 2.39 -2.16  -0.060
H: -3.45 1.39 -2.13  -0.050



4.
Density functional theory data (ωB97M-V/def2-TZVPD) for C28H21ClF9MnN5O8S as an isolated structure.

As for the highest occupied orbital energy (spin up / spin down): -2.332 / -2.052 eV. The value obtained for the energy above the lowest of the compared OMol25 structures with the same formula, charge and spin is 0.0 kcal per mole. The calculation puts the LUMO energy (spin up / spin down) at 4.40 / 4.40 eV. Its charge is -2. The spin multiplicity is 2.

Each line ends with the Mulliken spin population.
CARTESIAN COORDINATES (ANGSTROEM)
Mn: 0.62 1.14 0.35  1.057
O: -3.83 3.22 -2.68  0.000
C: -4.26 2.14 -2.06  0.001
O: -5.39 1.72 -2.20  0.000
C: -3.28 1.44 -1.18  -0.008
C: -3.52 0.30 -0.43  -0.001
Cl: -4.95 -0.60 -0.22  0.000
N: -2.40 -0.02 0.24  0.009
N: -1.42 0.86 -0.04  -0.059
C: -1.93 1.75 -0.87  0.013
C: -1.01 2.85 -1.29  0.001
O: -1.45 3.72 -2.07  0.001
O: 0.13 2.79 -0.78  -0.006
C: -2.22 -1.05 1.21  0.010
C: -2.45 -2.37 0.86  0.001
C: -2.30 -3.34 1.84  0.001
C: -1.92 -3.00 3.13  0.000
C: -1.66 -1.67 3.45  -0.001
C: -1.82 -0.68 2.49  -0.003
H: -2.85 3.45 -2.46  0.000
H: -2.68 -2.63 -0.16  0.000
H: -2.45 -4.38 1.57  0.000
H: -1.78 -3.77 3.88  0.000
H: -1.32 -1.40 4.44  0.000
H: -1.57 0.35 2.69  0.006
S: 3.05 1.50 0.86  -0.004
C: 2.75 -0.07 1.46  0.001
C: 3.70 -0.93 2.07  0.004
C: 3.33 -2.21 2.40  -0.002
C: 2.03 -2.65 2.13  0.001
C: 1.15 -1.75 1.57  -0.003
N: 1.48 -0.49 1.28  -0.020
H: 4.70 -0.56 2.23  0.000
H: 4.05 -2.88 2.85  0.000
H: 1.71 -3.66 2.35  0.000
H: 0.15 -2.05 1.30  0.001
C: 0.09 0.29 -4.66  0.000
C: 1.52 0.04 -4.19  -0.001
C: 1.65 -1.13 -3.20  0.003
C: 3.11 -1.24 -2.71  0.001
C: 3.32 -2.34 -1.67  0.000
C: 1.29 -2.40 -3.92  0.000
O: 1.89 -2.81 -4.90  0.000
N: 0.23 -3.08 -3.40  0.000
C: -0.54 -2.72 -2.27  0.001
O: -1.45 -3.50 -1.99  0.000
N: -0.25 -1.60 -1.57  0.003
C: 0.76 -0.83 -1.97  0.003
O: 1.10 0.22 -1.40  -0.014
H: 0.05 1.11 -5.36  0.000
H: -0.56 0.54 -3.82  0.000
H: -0.33 -0.60 -5.15  0.000
H: 1.90 0.93 -3.68  0.000
H: 2.17 -0.17 -5.04  0.000
H: 3.38 -0.28 -2.28  0.000
H: 3.73 -1.43 -3.59  0.000
H: 2.73 -2.14 -0.77  0.000
H: 4.37 -2.39 -1.38  0.000
H: 3.03 -3.32 -2.06  0.000
H: -0.05 -3.94 -3.86  0.000
F: 0.30 3.76 5.18  0.000
C: 0.72 2.94 4.18  0.000
F: 1.99 3.28 3.92  0.000
F: 0.73 1.71 4.69  0.000
C: -0.17 3.01 2.88  -0.025
O: 0.00 1.91 2.17  0.016
C: -1.67 3.12 3.34  0.004
F: -2.50 2.83 2.33  0.000
F: -2.03 4.32 3.83  0.000
F: -1.93 2.22 4.32  0.000
C: 0.18 4.34 2.13  0.011
F: -0.80 4.67 1.28  0.000
F: 0.34 5.38 2.98  0.000
F: 1.30 4.23 1.43  0.000



5.
Density functional theory data (ωB97M-V/def2-TZVPD) for C21H38CoO as an isolated structure.

As for the highest occupied orbital energy (spin up / spin down): -12.090 / -12.757 eV. The calculation puts the LUMO energy (spin up / spin down) at -2.37 / -5.34 eV. Its charge is +1. The spin multiplicity is 5.

Each line ends with the Mulliken spin population.
CARTESIAN COORDINATES (ANGSTROEM)
Co: -0.04 -0.59 -0.60  2.863
C: 1.81 0.26 -0.26  0.053
C: 0.97 1.41 -0.19  0.110
C: 0.11 1.21 0.98  0.058
C: 0.57 0.03 1.63  0.143
C: 1.62 -0.56 0.89  0.204
C: 2.36 -1.84 1.18  -0.005
C: 1.75 -2.57 2.37  0.013
C: 2.29 -2.73 -0.07  0.042
C: 3.83 -1.49 1.49  0.019
C: -1.13 1.94 1.47  -0.002
C: -1.92 1.04 2.44  0.015
C: -2.09 2.26 0.31  0.031
C: -0.72 3.20 2.24  0.043
C: 1.11 2.52 -1.23  -0.019
C: 0.84 3.93 -0.70  0.015
C: 0.17 2.19 -2.41  0.019
C: 2.56 2.54 -1.77  0.007
H: 2.65 0.16 -0.93  -0.017
H: 0.20 -0.35 2.57  0.018
H: 0.70 -2.82 2.18  -0.005
H: 1.81 -1.97 3.28  -0.001
H: 2.29 -3.50 2.55  0.000
H: 1.24 -2.86 -0.39  -0.009
H: 2.68 -3.72 0.15  0.004
H: 2.86 -2.32 -0.90  -0.005
H: 3.90 -0.83 2.35  0.003
H: 4.30 -0.99 0.64  -0.001
H: 4.38 -2.40 1.71  0.003
H: -2.16 0.08 1.98  -0.010
H: -2.86 1.53 2.69  0.000
H: -1.39 0.87 3.37  -0.001
H: -2.31 1.35 -0.25  -0.011
H: -1.70 3.01 -0.37  0.001
H: -3.02 2.64 0.72  0.000
H: -0.10 2.94 3.10  0.001
H: -1.61 3.71 2.60  0.004
H: -0.15 3.90 1.62  -0.008
H: -0.16 4.07 -0.32  0.001
H: 0.99 4.64 -1.51  0.001
H: 1.55 4.17 0.09  -0.002
H: -0.88 2.36 -2.15  0.003
H: 0.28 1.15 -2.72  0.010
H: 0.41 2.81 -3.27  0.004
H: 3.28 2.55 -0.95  0.000
H: 2.70 3.44 -2.36  0.000
H: 2.77 1.69 -2.42  0.000
C: -1.96 -2.83 -2.78  0.023
C: -2.37 -2.44 -1.36  -0.012
C: -2.30 -3.65 -0.42  0.015
C: -3.79 -1.87 -1.36  0.013
O: -1.49 -1.45 -0.88  0.365
H: -2.50 -3.73 -3.08  0.000
H: -0.89 -3.03 -2.82  0.001
H: -2.20 -2.03 -3.48  0.000
H: -2.95 -4.44 -0.79  0.001
H: -2.62 -3.36 0.58  0.000
H: -1.28 -4.03 -0.37  0.001
H: -4.48 -2.61 -1.76  0.001
H: -3.84 -0.97 -1.98  -0.001
H: -4.10 -1.61 -0.34  0.001



no.,calculated total energy (Eh),maximum force (eV/A)
1,-3335.96634,1.77
2,-763.47324,2.42
3,-3385.99956,0.99
4,-4863.84653,0.61
5,-2280.69441,1.01